# 1
Here is an isolated molecule of C4H9NO2 from the Open Molecules 2025 dataset. Energies are from ωB97M-V/def2-TZVPD.

Atoms and positions in Å:
C 0.3611 -0.8483 1.5155
N 0.8174 -1.1497 0.1311
C 0.2649 -0.1675 -0.9189
C 0.7781 1.2124 -0.6324
O 0.3575 2.0378 0.1549
C -1.2990 -0.1513 -0.7755
O -1.6704 0.7957 0.2025
H 0.5589 0.1554 1.8902
H 0.8528 -1.5661 2.1757
H -0.7018 -1.0767 1.5037
H 1.7772 -0.7926 0.1026
H 0.6269 -0.5804 -1.8573
H 1.4563 1.6784 -1.3588
H -1.7083 0.2574 -1.7103
H -1.6665 -1.1489 -0.5155
H -0.8051 1.3442 0.0924

* Kohn-Sham gap: 9.41 eV
* spin multiplicity: 1
* total energy: -9876.413 eV
* energy above the lowest of the compared OMol25 structures with the same formula, charge and spin: 351.9 kJ/mol
* E_HOMO: -9.51 eV
* charge: 0
* SMILES string: CN[C@H](C=O)CO

***

# 2
Here is the ion C5H11N3P with charge +1 from the Open Molecules 2025 dataset. Energies are from ωB97M-V/def2-TZVPD.

Atoms and positions in Å:
H 1.4953 2.5238 -2.7319
P 0.3813 1.5664 -2.7688
N 0.8205 0.7162 -1.5181
C 0.1715 0.0455 -0.5784
N 0.2634 -1.2446 -0.2237
C 1.1388 -2.0951 -0.9170
C -0.3313 -1.4406 1.1117
C -1.1543 -0.1556 1.3432
N -0.5201 0.7226 0.4030
C -0.5918 2.2063 0.6824
H 1.2580 -2.8363 -0.2266
H 2.1466 -1.5471 -1.0597
H 0.8373 -2.5154 -1.8974
H 0.3078 -1.6546 1.9200
H -1.0137 -2.2103 0.9887
H -2.2730 -0.0941 1.0466
H -1.1584 0.3199 2.3185
H 0.3543 2.6215 0.4427
H -1.2520 2.7162 -0.0649
H -0.8803 2.3554 1.7299

* Kohn-Sham gap: 7.48 eV
* spin multiplicity: 1
* total energy: -19114.153 eV
* energy above the lowest of the compared OMol25 structures with the same formula, charge and spin: 30.5 kJ/mol
* E_HOMO: -12.97 eV
* charge: +1
* SMILES string: [H]/P=N/C1=[N+](C)CCN1C

***

# 3
Here is a cluster of 2 separate species, CH3ClO in total from the Open Molecules 2025 dataset. Energies are from ωB97M-V/def2-TZVPD.

Atoms and positions in Å:
C 0.7297 -0.7643 -0.0215
O -1.4207 0.8432 -0.4051
Cl 1.9859 0.2452 -0.4044
H 0.6239 -1.1786 0.9606
H -0.2286 -0.4572 -0.5051
H -1.6902 1.3116 0.3755

* Kohn-Sham gap (alpha / beta): 10.71 / 6.54 eV
* spin multiplicity: 1
* total energy: -15650.985 eV
* energy above the lowest of the compared OMol25 structures with the same formula, charge and spin: 422.7 kJ/mol
* E_HOMO (alpha / beta): -11.13 / -8.65 eV
* charge: 0

***

# 4
Here is a structure of composition C18H37OP3SY from the Open Molecules 2025 dataset. Energies are from ωB97M-V/def2-TZVPD.

Atoms and positions in Å:
Y -0.3557 0.3204 -0.2400
P -2.5138 1.7642 0.9753
P 0.9669 2.4481 1.3757
P 0.6567 -1.1964 1.9706
H 1.0805 -3.7929 -5.5559
C 0.5876 -4.5672 -4.9480
C -0.6866 -4.4815 -4.5333
H -1.2712 -3.5525 -4.5886
C -3.7110 2.9242 0.2154
C -2.4174 2.5366 2.6368
C -3.6176 0.3380 1.3242
C 2.7311 2.3777 0.8593
C 0.7695 4.2669 1.4119
C 1.1613 2.1985 3.1872
C 0.5553 -3.0224 1.7755
C -0.1053 -1.0966 3.6331
C 2.4491 -1.1061 2.3884
H 1.1749 -5.4769 -4.7822
H -1.2117 -5.3829 -4.2091
H -4.0675 2.5300 -0.7465
H -3.2349 3.8986 0.0471
H -4.5653 3.0555 0.8950
H -1.9420 3.5255 2.5808
H -1.8643 1.8851 3.3229
H -3.4477 2.6438 3.0019
H -3.7385 -0.2770 0.4214
H -4.5937 0.7352 1.6275
H -3.2029 -0.2760 2.1353
H 3.3442 2.9151 1.5959
H 2.8427 2.8657 -0.1207
H 3.0851 1.3397 0.8024
H 1.4047 4.6779 2.2120
H -0.2708 4.5389 1.6290
H 1.0771 4.7064 0.4540
H 1.7602 3.0335 3.5747
H 1.6796 1.2591 3.4063
H 0.1774 2.2158 3.6728
H 1.2238 -3.5300 2.4939
H 0.8324 -3.3238 0.7580
H -0.4714 -3.3699 1.9576
H 0.2595 -1.9018 4.2833
H -1.1921 -1.2106 3.5367
H 0.1142 -0.1371 4.1097
H 2.7632 -2.0038 2.9366
H 2.6957 -0.2314 2.9959
H 3.0215 -1.0468 1.4556
C -0.0825 -1.8647 -2.8077
C 1.1610 -2.5315 -2.6980
C 2.1746 -2.2180 -3.5924
C 1.9613 -1.2338 -4.5760
C 0.6813 -0.7331 -4.8201
C -0.3316 -1.0314 -3.9209
S -1.2702 -1.9897 -1.5663
H 1.2060 -0.8206 -0.7357
H 1.2800 -3.3680 -1.9940
H 3.1057 -2.7980 -3.5733
H 2.7717 -0.8460 -5.1947
H 0.4598 -0.1696 -5.7264
H -1.3305 -0.6063 -4.0045
O -0.9967 3.6073 -1.6081
C -0.7227 2.5866 -1.1170

* Kohn-Sham gap (alpha / beta): 3.72 / 5.38 eV
* spin multiplicity: 1
* total energy: -61028.556 eV
* energy above the lowest of the compared OMol25 structures with the same formula, charge and spin: 246.0 kJ/mol
* E_HOMO (alpha / beta): -16.89 / -17.84 eV
* charge: +3

***

# 5
Here is a structure of composition C19H40MnP2 from the Open Molecules 2025 dataset. Energies are from ωB97M-V/def2-TZVPD.

Atoms and positions in Å:
P -1.9763 1.5715 -0.9085
P 0.6215 -1.1169 1.9095
C -0.5521 0.3528 -0.5786
C -0.4081 -0.8681 0.2984
H 0.4374 0.9281 -0.7453
H -0.8995 -0.1911 -1.4728
H -1.3976 -1.2698 0.5288
H 0.1142 -1.6286 -0.3047
C 2.4771 -0.8756 2.0197
H 2.6410 -0.5396 3.0614
H 2.9550 -0.1437 1.3470
H 2.8974 -1.8838 1.9064
C 0.3631 -2.8887 2.3348
H 1.2583 -3.5215 2.1788
H -0.4621 -3.3234 1.7413
H 0.1043 -2.9869 3.4046
C -1.3704 2.9047 -1.9234
H -1.9416 3.8325 -1.7206
H -1.4634 2.6904 -3.0040
H -0.3072 3.0868 -1.6858
C -3.3434 0.7523 -1.7748
H -3.4472 -0.2887 -1.4330
H -3.1576 0.7390 -2.8625
H -4.3097 1.2591 -1.6242
Mn 1.7848 0.0199 -1.3344
C 1.9378 -2.3815 -1.3454
C 2.9940 -1.4849 -1.1072
C 3.6351 -0.6455 -2.2361
C 2.7260 -0.2004 -3.3982
C 1.2830 0.1350 -2.9850
C 0.2537 -0.7771 -3.2549
C 0.4578 -2.2012 -3.4800
C 1.6320 -2.8933 -2.7164
C -2.3919 2.1767 0.6901
H 1.6143 -3.0113 -0.4837
H 3.4645 -1.4972 -0.1239
H 4.4161 -1.2714 -2.6309
H 4.1057 0.2584 -1.8222
H 3.1741 0.7095 -3.8308
H 2.7414 -0.9775 -4.1810
H 1.0188 1.2067 -2.8552
H -0.7315 -0.4166 -3.5516
H 0.5917 -2.4490 -4.5549
H -0.4585 -2.7212 -3.1602
H 1.3256 -3.9504 -2.6293
H 2.5089 -2.8673 -3.3933
H -2.6530 1.3215 1.3215
H -3.2495 2.8489 0.6277
H -1.5260 2.7352 1.1027
C -1.0650 3.0199 3.9528
C -1.3190 1.5164 4.1147
C -2.8137 1.2078 3.9472
C -0.4423 0.6419 3.3094
H -1.5140 3.4692 3.0597
H -0.0027 3.2556 3.9302
H -1.5146 3.5407 4.8024
H -1.0387 1.2750 5.1579
H -3.2717 1.6044 3.0430
H -2.9910 0.1323 3.9515
H -3.3567 1.6689 4.7732
H -0.7954 -0.4186 3.2459
H 0.6367 0.8301 3.3524

* Kohn-Sham gap (alpha / beta): 4.42 / 2.95 eV
* spin multiplicity: 4
* total energy: -70222.389 eV
* energy above the lowest of the compared OMol25 structures with the same formula, charge and spin: 135.7 kJ/mol
* E_HOMO (alpha / beta): -12.41 / -10.97 eV
* charge: +2
* ⟨S²⟩: 4.239

***

# 6
Here is a cluster of 13 separate species, C6H34O13 in total from the Open Molecules 2025 dataset. Energies are from ωB97M-V/def2-TZVPD.

Atoms and positions in Å:
O -1.8638 1.4796 -1.9547
C -1.7447 0.4016 -2.4084
C -2.1404 -0.8631 -1.7045
C -2.6775 -0.6971 -0.2256
C -2.1864 -1.9022 0.6241
C -0.9803 -1.9362 1.1642
C -0.4242 -3.2637 1.8127
H -1.0748 0.1975 -3.2883
H -2.9350 -1.4232 -2.2744
H -1.2618 -1.5326 -1.7296
H -2.3033 0.2688 0.0772
H -3.7933 -0.2721 -0.4348
H -3.0559 -2.6999 0.5547
H -0.1225 -1.1820 1.1968
H -1.1274 -3.8355 2.4133
H 0.3525 -3.0324 2.5141
H -0.2394 -3.8989 0.9125
H -0.1518 3.1484 -1.5306
H -0.9566 3.6616 -2.7988
O -0.1855 3.7085 -2.3176
H 0.5267 2.0573 1.1071
H -0.6622 1.0195 0.7674
O -0.3743 1.9397 0.8951
H 1.2913 -1.3187 -0.1780
H 2.2359 -2.3585 0.0444
O 2.0039 -1.4708 0.4679
H -0.2764 -2.8526 -4.2263
H 0.4622 -1.6817 -3.5124
O 0.0786 -2.5269 -3.3691
H 1.3187 -3.6390 -2.4982
H 2.9434 -3.9362 -1.9543
O 1.9147 -3.7534 -1.6823
H -3.0399 2.1818 -0.7685
H -2.7177 2.8874 0.4837
O -3.4685 2.6234 -0.0703
H 0.1730 1.7909 4.2483
H -0.2861 3.3872 4.2270
O 0.3226 2.7127 4.2929
H 2.4334 2.6410 -1.7561
H 1.3930 2.9005 -2.8352
O 2.2109 2.3555 -2.5976
H 3.4570 3.1161 2.6475
H 2.8487 4.0336 1.6392
O 3.6389 3.9306 1.9417
H 1.9084 0.3485 -2.7059
H 2.5874 -0.8465 -3.0004
O 1.9383 -0.5181 -2.4559
H -1.4885 -0.7566 4.0932
H -0.9295 -1.0302 5.4243
O -1.4639 -0.4752 5.0214
H 2.2999 0.1348 2.4823
H 2.6793 0.1361 1.2217
O 2.9129 0.6408 2.0031

* Kohn-Sham gap: 9.74 eV
* spin multiplicity: 1
* total energy: -33386.897 eV
* energy above the lowest of the compared OMol25 structures with the same formula, charge and spin: 422.9 kJ/mol
* E_HOMO: -9.94 eV
* charge: 0